a:
C4H6ClFS2 in the gas phase, computed with ωB97M-V with the def2-TZVPD basis set.

Positions of all 14 atoms, in Å:
C 0.24395 0.86641 -0.93643
C -0.28654 -1.15589 0.78546
C 0.20986 0.24215 0.50723
H 1.91769 1.47596 1.04074
H 2.34876 -0.28838 0.70113
H 0.49539 -1.81889 0.43060
C 1.60598 0.43245 1.04693
H 1.60331 0.18868 2.18459
S 0.39683 -0.08477 -2.33698
F -1.54745 -1.31495 0.06589
Cl -0.49234 -1.61394 2.45132
S -0.03393 2.44455 -1.06208
H -0.51347 0.83736 1.09287
H -0.00085 -1.19037 -1.74939

The orbital gap comes out at 0.31436 Ha. The HOMO energy comes out at -8.9 eV. The LUMO energy comes out at -0.39 eV. The SMILES is C[C@@H](C(=S)S)[C@H](F)Cl.

=====

b:
A molecular structure, C4H6ClFS2, computed with ωB97M-V with the def2-TZVPD basis set.

Positions of all 14 atoms, in Å:
H 0.85460 0.27210 -1.14813
S -1.03164 -1.25459 -1.07448
S -2.70648 -0.73503 1.01396
C 0.13367 1.36861 1.09196
H 0.45893 -0.43520 -3.13226
F 0.31819 -0.55754 2.38372
C 0.56838 -0.76903 -1.71968
H 1.49968 -1.94016 -1.89642
H -0.94440 1.59660 1.36537
C 0.14099 -0.16811 1.06583
C -1.14146 -0.60389 0.50366
H 0.98163 -0.65218 0.58635
H 0.84401 1.98208 1.55960
Cl 0.02391 1.89634 -0.59947

The orbital gap comes out at 0.29262 Ha. The HOMO energy comes out at -8.7 eV. The LUMO energy comes out at -0.79 eV.

=====

Computed stability ranking, most favorable first: a, b

=====

a:
C4H7ClFN in the gas phase, computed with ωB97M-V with the def2-TZVPD basis set.

Positions of all 14 atoms, in Å:
C -0.87065 -0.30485 -0.41625
Cl -1.19348 1.16296 0.29415
H -0.82183 -0.23224 -1.47233
H 0.25574 -2.06941 -0.16578
C 1.76262 -0.52218 -0.11227
H 0.90016 0.18724 1.53336
H 2.68535 1.49387 0.19352
F -2.01985 -1.09422 -0.35844
H 1.18503 1.56692 -1.05534
C 0.39242 -1.02258 0.00848
H 2.44690 -1.26962 -0.38234
N 1.26189 -0.64734 1.21255
H 2.67770 0.87570 -1.70001
C 2.09988 0.85903 -0.68220

The orbital gap comes out at 0.39099 Ha. The HOMO energy comes out at -9.8 eV. The LUMO energy comes out at 0.81 eV. The SMILES is C[C@H]1N[C@H]1[C@@H](F)Cl.

=====

b:
3 unconnected molecules or ions with the total composition C4H7ClFN, computed with ωB97M-V with the def2-TZVPD basis set.

Positions of all 14 atoms, in Å:
C -0.76970 0.08376 0.24925
F 1.55490 0.39105 0.58580
Cl 1.46262 -1.90286 -0.59640
C 0.53504 -0.86593 -1.73794
H 0.51754 2.07453 -0.25626
H 0.26170 1.60779 1.64651
H -0.98748 0.84454 -1.72528
H -1.76411 -0.96192 1.70878
C -0.34545 0.00945 -1.15971
N -0.48382 -1.03060 1.09855
C 0.38084 1.23530 0.61703
H 0.74410 -1.01038 -2.83616
H -1.74000 0.31939 0.31747
H 0.63381 -0.79410 2.08836

The orbital gap comes out at 0.33131 Ha. The HOMO energy comes out at -8.7 eV. The LUMO energy comes out at 0.29 eV.

=====

Computed stability ranking, most favorable first: a, b

=====

a:
C3H3FO2 in the gas phase, computed with ωB97M-V with the def2-TZVPD basis set.

Positions of all 9 atoms, in Å:
H 1.04430 0.17337 1.68021
O -0.93163 0.73560 0.70704
H -0.29032 -1.28674 1.25359
H 1.22988 0.39698 -0.90406
F 0.44640 -1.46479 -1.11752
O -1.34168 1.23180 -1.47298
C 0.10916 -0.24189 1.01133
C 0.49073 -0.22113 -0.54405
C -0.75684 0.67681 -0.61357

The orbital gap comes out at 0.42202 Ha. The HOMO energy comes out at -10.8 eV. The LUMO energy comes out at 0.73 eV. The SMILES is O=C1OC[C@H]1F.

=====

b:
2 unconnected molecules or ions with the total composition C3H3FO2, computed with ωB97M-V with the def2-TZVPD basis set.

Positions of all 9 atoms, in Å:
H -0.05359 -1.92918 0.14026
O 0.78117 3.28054 -0.58785
C 0.12378 1.45660 -2.17809
C 0.93610 -1.85069 -0.54111
C 0.40742 2.27113 -1.32556
O 1.16797 -2.48805 -1.53923
H 1.32003 3.94749 -1.05862
F -0.19306 0.45111 -2.87043
H 1.45444 -0.93960 -0.11050

The orbital gap comes out at 0.36080 Ha. The HOMO energy comes out at -9.5 eV. The LUMO energy comes out at 0.30 eV. The SMILES is OC#CF.C=O.

=====

Computed stability ranking, most favorable first: a, b

=====

a:
A molecular structure, C3H3FO2, computed with ωB97M-V with the def2-TZVPD basis set.

Positions of all 9 atoms, in Å:
C -0.62732 0.08658 0.47614
H -0.13735 -1.98235 0.89443
H 0.95228 -0.89445 -0.09487
C -0.03276 -1.22437 0.19928
F 0.21195 2.72536 -0.14864
O 1.27201 1.13973 -1.20740
H -0.49401 -1.73853 -0.68325
O -1.62967 0.42650 0.97786
C 0.48487 1.46153 -0.41354

The orbital gap comes out at 0.37231 Ha. The HOMO energy comes out at -9.8 eV. The LUMO energy comes out at 0.35 eV.

=====

b:
2 unconnected molecules or ions with the total composition C3H3FO2, computed with ωB97M-V with the def2-TZVPD basis set.

Positions of all 9 atoms, in Å:
H 1.95447 -0.09884 0.26466
O -1.37386 2.56552 -0.11179
H -2.65624 0.58338 0.36334
O -2.56189 -0.38424 0.30705
F -3.77514 -0.74990 -0.26985
C -0.55756 1.72397 -0.17759
C 0.08082 0.64060 -0.37191
C 1.02828 -0.26648 -0.27424
H 0.90512 -1.23441 -0.73868

The orbital gap comes out at 0.30436 Ha. The HOMO energy comes out at -9.3 eV. The LUMO energy comes out at -0.98 eV. The SMILES is C=C=C=O.OF.

=====

Computed stability ranking, most favorable first: a, b

=====

a:
2 unconnected molecules or ions with the total composition C4HF3, computed with ωB97M-V with the def2-TZVPD basis set.

Positions of all 8 atoms, in Å:
F 0.25476 -1.85396 0.04147
C -0.62371 1.45451 -0.16984
F 1.75782 -0.39292 0.61549
C -0.42819 0.20891 -0.10055
F 1.31282 -0.58460 -1.41194
H -2.04780 -0.83529 1.54994
C -0.96778 2.68053 -0.31434
C 0.74207 -0.67718 -0.21022

The orbital gap (alpha / beta) comes out at 0.22306 / 0.22327 Ha. The HOMO energy (alpha / beta) comes out at -9.4 / -9.4 eV. The LUMO energy (alpha / beta) comes out at -3.36 / -3.35 eV.

=====

b:
2 unconnected molecules or ions with the total composition C4HF3, computed with ωB97M-V with the def2-TZVPD basis set.

Positions of all 8 atoms, in Å:
F -0.46504 1.07620 -0.92831
F -1.76890 0.87898 0.82538
C -0.10944 -0.75498 0.35500
C -1.10566 0.20120 -0.09438
C 3.17523 -0.00350 -0.18725
F -1.99343 -0.40058 -0.90062
H 0.22201 -0.92098 1.36571
C 2.04524 -0.07633 -0.43552

The orbital gap (alpha / beta) comes out at 0.27865 / 0.32250 Ha. The HOMO energy (alpha / beta) comes out at -10.8 / -11.4 eV. The LUMO energy (alpha / beta) comes out at -3.21 / -2.63 eV.

=====

Computed stability ranking, most favorable first: a, b

=====

a:
A molecular structure, C2H8NO4, computed with ωB97M-V with the def2-TZVPD basis set.

Positions of all 15 atoms, in Å:
C -1.93751 1.49172 -0.65841
H -2.99530 1.33502 -0.87793
O 0.52040 1.44833 0.13828
H -1.74664 2.43219 -0.14254
O 2.93088 -0.49342 0.21392
O 0.39696 -3.01467 0.02697
H -1.17073 0.67768 1.11667
H 2.85865 0.42870 -0.11231
C -0.08546 0.39756 0.37710
H 0.45938 -2.00178 0.33169
H 1.30177 -3.24128 -0.18987
H -1.35311 1.55522 -1.57927
H 1.93149 -0.64131 0.34865
N -1.53232 0.31645 0.15113
O 0.42155 -0.69040 0.85591

The orbital gap comes out at 0.34803 Ha. As for the charge: -1. The HOMO energy comes out at -5.6 eV. The LUMO energy comes out at 3.90 eV.

=====

b:
3 unconnected molecules or ions with the total composition C2H8NO4, computed with ωB97M-V with the def2-TZVPD basis set.

Positions of all 15 atoms, in Å:
H 2.16004 -1.09877 0.82178
C -1.18690 -1.70225 0.43839
O 0.99090 2.63822 0.17907
O 2.60221 -0.24588 0.85757
H 1.90851 0.37459 0.58125
N -0.76514 -0.36213 0.02888
H -1.85752 -2.00791 -0.36596
H -0.37973 -2.38621 0.68986
H 0.61317 3.51993 0.28267
C -0.84444 0.05768 -1.32548
H -0.15659 0.10309 0.67067
O -1.55473 -0.61256 -2.08371
H 0.48549 2.18583 -0.55656
H -1.79983 -1.58640 1.35572
O -0.21546 1.12277 -1.57412

The orbital gap comes out at 0.31552 Ha. As for the charge: -1. The HOMO energy comes out at -4.7 eV. The LUMO energy comes out at 3.87 eV.

=====

Computed stability ranking, most favorable first: b, a

=====

a:
2 unconnected molecules or ions with the total composition C5H16N3, computed with ωB97M-V with the def2-TZVPD basis set.

Positions of all 24 atoms, in Å:
H -0.06130 -1.53936 3.59895
C -0.38174 -0.50267 3.57232
H 0.19936 1.35836 2.73145
H 1.28326 0.86493 3.99112
H -0.94659 -0.13248 4.42802
H -2.60777 -1.64693 -1.94192
C 0.69118 0.48882 3.16343
H -1.16332 -0.44620 2.77396
C 0.83273 0.59332 -1.45456
H -2.72956 -2.01653 -0.30632
H 2.57931 0.61156 -0.49408
H 0.40110 1.93552 -2.90002
H 1.28689 -0.60895 -0.05851
H 1.35075 0.04508 2.41386
H -0.99566 0.26493 -2.35769
H 1.80530 2.32079 -1.92923
N 0.99107 1.74321 -2.10039
H -3.02071 -0.31633 -0.86393
H -0.45936 -2.00918 -1.04276
C -0.91619 -1.06593 -0.74895
H -0.66170 -0.83185 0.29803
N -0.38959 -0.02482 -1.59452
C -2.41640 -1.21229 -0.96208
N 1.71559 0.10443 -0.63104

The orbital gap (alpha / beta) comes out at 0.33642 / 0.12050 Ha. As for the charge: +2. The HOMO energy (alpha / beta) comes out at -17.4 / -17.4 eV. The multiplicity is 2. The LUMO energy (alpha / beta) comes out at -8.29 / -14.10 eV.

=====

b:
2 unconnected molecules or ions with the total composition C5H16N3, computed with ωB97M-V with the def2-TZVPD basis set.

Positions of all 24 atoms, in Å:
H 0.48576 0.47547 3.00640
H 0.26449 -3.10310 -0.21272
C 0.01733 1.60450 0.59879
H -2.99445 -1.38416 -0.84578
H -1.46830 -2.94243 0.37018
H 1.33522 1.93291 -0.95875
N 0.43007 1.46856 -0.85220
H 1.06462 -1.70254 -1.65289
H 1.80924 2.47677 1.33021
N 0.26173 -1.10421 -1.85452
H 1.94007 0.73388 1.13648
H -0.23581 -1.83866 0.91588
C -0.85309 -1.55507 -1.15901
C -2.13847 -1.12213 -1.45686
C 1.25932 1.53528 1.47375
H -2.27969 -0.53117 -2.36077
H -0.24341 1.89681 -1.48772
H -0.49027 2.55778 0.79427
C -0.55506 -2.42401 0.04086
H 0.52844 0.41535 -1.11635
H 0.10357 -1.14903 -2.86746
N 0.82932 1.42136 2.85874
H 1.61638 1.54502 3.48853
H -0.68702 0.79281 0.81095

The orbital gap (alpha / beta) comes out at 0.29243 / 0.15155 Ha. As for the charge: +2. The HOMO energy (alpha / beta) comes out at -16.3 / -16.3 eV. The multiplicity is 2. The LUMO energy (alpha / beta) comes out at -8.35 / -12.18 eV.

=====

Computed stability ranking, most favorable first: b, a

=====

a:
A molecular structure, C4H10O3, computed with ωB97M-V with the def2-TZVPD basis set.

Positions of all 17 atoms, in Å:
H 2.28797 0.41298 -1.10080
O 1.97887 1.11607 -1.69758
C 1.22655 1.93717 -0.84190
H 0.11182 -0.67410 1.19959
C -1.41954 -2.23232 0.95124
H -0.59004 -2.89456 0.68269
H -0.10471 1.75739 0.84612
C -0.64245 0.12495 -0.47296
C 0.37568 1.06570 0.12945
H -1.82593 -2.56898 1.92120
H -0.15656 -0.45709 -1.26867
H 1.88838 2.57072 -0.21904
O -0.99817 -0.85428 1.00099
H 0.63051 2.62245 -1.46268
H -2.21900 -2.31948 0.21449
H -1.68960 0.33170 -0.59232
O 1.14623 0.06169 0.71018

The orbital gap comes out at 0.35950 Ha. The HOMO energy comes out at -9.1 eV. The LUMO energy comes out at 0.67 eV.

=====

b:
2 unconnected molecules or ions with the total composition C4H10O3, computed with ωB97M-V with the def2-TZVPD basis set.

Positions of all 17 atoms, in Å:
C -0.68077 -0.16676 -0.29840
H -3.12696 -0.42258 1.83166
H 3.44208 -0.59869 0.73187
H 2.07640 0.05132 0.94308
H 1.69830 1.66305 -2.14044
O -1.64695 0.25079 0.63227
H -0.61638 1.85956 -1.13768
H -1.73659 -1.53683 1.68754
H -1.16564 -0.68611 -1.14497
H 1.88096 -0.01875 -1.38282
C -2.38271 -0.83069 1.14408
C 1.37681 0.94729 -1.38561
H -2.89928 -1.38131 0.34109
O 1.17833 1.49601 -0.08147
H 0.04549 -0.86207 0.15314
O 2.52033 -0.81320 0.91859
C 0.03658 1.04896 -0.81194

The orbital gap comes out at 0.40598 Ha. The HOMO energy comes out at -10.1 eV. The LUMO energy comes out at 0.98 eV. The SMILES is COC[C@@H]1CO1.O.

=====

Computed stability ranking, most favorable first: b, a